Record 1
2 unconnected molecules or ions with the total composition C4H7NO in a non-equilibrium geometry, computed with ωB97M-V/def2-TZVPD.

The geometry in XYZ format:
```
13
Properties=species:S:1:pos:R:3:forces:R:3
C 1.423846 -0.973000 0.675713 0.81 -0.50 -0.01
C 0.828379 0.112751 0.311029 -3.39 -0.51 0.33
C -1.773654 0.177192 0.135483 2.06 0.50 0.48
C 1.261768 1.354822 -0.276529 0.23 1.37 -1.31
N -2.240041 -0.935530 -0.423135 -2.58 -1.70 -0.82
O -2.236607 1.236607 0.426347 -0.17 -0.83 -0.40
H 2.468090 -0.983950 0.463622 1.25 0.06 -0.02
H 1.140682 -1.899671 1.124945 -1.00 -0.17 0.16
H 2.079624 1.787232 0.368609 -0.61 -0.26 -0.88
H 0.405094 2.143979 -0.330171 1.58 -1.43 -0.18
H 1.665189 1.024876 -1.327858 -0.68 1.31 1.68
H -1.784043 -1.818813 -0.521250 1.58 0.38 0.37
H -3.238328 -1.226497 -0.626806 0.94 1.78 0.59
```
Positions in Å, forces in eV/Å.

The LUMO energy (alpha / beta) is 0.26 / 0.48 eV. As for the spin multiplicity: 1. The energy above the lowest of the compared OMol25 structures with the same formula, charge and spin is 476.74 kJ/mol. The frontier orbital gap (alpha / beta) comes out at 8.05 / 8.26 eV. Its HOMO energy (alpha / beta) is -7.79 / -7.78 eV. For the total energy, the calculation gives -7794.7033 eV.

---

Record 2
A molecular structure, C19H32IrN3 in a non-equilibrium geometry, computed with ωB97M-V/def2-TZVPD.

The geometry in XYZ format:
```
55
Properties=species:S:1:pos:R:3:forces:R:3
C -0.380094 0.630940 -4.755257 -0.06 0.00 -0.08
C 0.188753 1.993375 -4.735020 0.09 0.35 0.01
C 0.367823 -0.434116 -5.455131 0.16 -0.23 -0.16
C -1.854584 0.539625 -4.808218 -0.31 0.02 0.00
H 0.176262 -0.363023 -6.539165 0.07 -0.12 0.07
H 0.045703 -1.433056 -5.138454 0.11 0.05 -0.13
H 1.448685 -0.344945 -5.318676 -0.11 -0.09 -0.18
H 0.129047 2.442370 -5.740162 0.02 0.06 0.08
H 1.242219 2.004819 -4.446445 -0.02 0.07 -0.16
H -0.380848 2.641757 -4.059343 0.13 0.05 -0.11
H -2.206830 0.738678 -5.833861 -0.05 -0.02 0.09
H -2.317645 1.290239 -4.160289 -0.11 -0.08 -0.12
H -2.214039 -0.456532 -4.535914 -0.11 0.07 -0.09
C 2.370894 -0.152361 -0.265571 1.28 0.42 0.72
C 2.568741 -0.773874 -1.553236 1.82 0.35 0.14
C 2.129329 0.154092 -2.553427 1.17 0.41 -0.23
H 2.979300 -1.764447 -1.739837 0.02 0.39 0.12
C 1.603228 1.320613 -1.888885 1.54 0.81 0.52
C 1.766062 1.137697 -0.477616 1.59 0.82 0.00
H 1.467066 1.855671 0.282628 0.08 -0.26 -0.17
H 2.619863 -0.589109 0.700008 -0.03 0.18 -0.36
H 2.191226 0.002126 -3.628396 -0.15 0.01 0.49
H 1.158985 2.186440 -2.366258 0.09 -0.23 0.18
C -1.568173 -0.514218 -0.319122 -1.57 -0.54 0.13
C -0.830243 -1.680209 0.069477 -0.97 -0.77 0.73
C -0.518991 -2.426731 -1.123163 -1.09 -1.37 0.26
H -0.567404 -1.946332 1.088745 -0.09 0.13 -0.27
C -1.086606 -1.731475 -2.241328 -1.01 -0.52 0.09
C -1.702520 -0.520455 -1.745493 -1.62 -1.02 0.70
H -2.177480 0.247955 -2.344690 0.13 -0.19 0.20
H -1.947291 0.254543 0.345260 0.25 -0.18 -0.06
H 0.033057 -3.365437 -1.167802 -0.30 0.31 0.05
H -1.051440 -2.046010 -3.276836 0.10 0.10 0.17
Ir 0.443907 -0.474099 -1.300753 -1.08 1.05 -2.72
C 2.246960 0.028428 3.636809 -0.26 0.12 -0.20
N 0.986473 0.043841 4.368591 0.31 0.03 -0.03
C 1.095614 -0.178127 5.791452 0.28 -0.08 0.50
C -0.186620 0.229451 3.675497 0.30 0.09 -0.16
N -0.223837 0.486777 2.397253 1.47 -0.01 -0.82
N -1.417965 0.111864 4.260858 0.32 -0.07 -0.23
C -1.842597 0.024208 5.634341 -0.37 -0.02 0.50
C -2.490754 0.197953 3.301806 -0.63 0.12 -0.41
H 3.071009 -0.060658 4.356181 -0.29 0.07 -0.41
H 2.368359 0.957617 3.063762 0.19 -0.12 0.12
H 2.294348 -0.819125 2.933428 0.02 0.13 0.18
H 0.684237 0.660205 6.363457 0.09 -0.21 0.00
H 0.632857 -1.123534 6.099449 0.10 0.19 0.05
H 2.159356 -0.242690 6.045489 -0.34 0.00 -0.01
H 0.703311 0.617704 1.982632 -0.38 -0.24 0.58
H -2.339516 0.956502 5.942224 0.09 -0.15 -0.05
H -2.577814 -0.785396 5.732658 0.14 0.12 0.00
H -1.040163 -0.174112 6.331698 -0.30 0.02 -0.15
H -2.134486 0.816147 2.470622 -0.62 -0.05 0.39
H -2.729328 -0.791069 2.889906 -0.08 0.03 0.07
H -3.385422 0.619528 3.754136 -0.01 -0.01 0.14
```
Positions in Å, forces in eV/Å.

The LUMO energy (alpha / beta) is -1.98 / -6.72 eV. Its expectation value of S² is 8.761. As for the spin multiplicity: 6. The energy above the lowest of the compared OMol25 structures with the same formula, charge and spin is 18.67 kJ/mol. The frontier orbital gap (alpha / beta) comes out at 7.27 / 4.11 eV. Its HOMO energy (alpha / beta) is -9.25 / -10.82 eV. As for the net charge: +1. For the total energy, the calculation gives -27515.1172 eV.

---

Record 3
C6H8ClN in the gas phase in a non-equilibrium geometry, computed with ωB97M-V/def2-TZVPD.

The geometry in XYZ format:
```
16
Properties=species:S:1:pos:R:3:forces:R:3
C 1.309135 -0.785249 -1.140572 -3.16 -1.82 2.04
C 0.197515 0.175011 -0.626361 -0.59 -1.19 -2.11
Cl -0.762570 0.470177 -2.125479 -0.53 0.83 -1.35
C 0.647124 1.538436 -0.187041 0.21 0.76 0.64
N -0.069500 2.279049 0.539457 0.09 1.38 0.53
C -1.294971 1.895719 1.027779 0.08 -3.78 -0.94
C -1.700827 0.625127 0.960282 -0.01 -1.38 -0.28
C -0.907873 -0.434645 0.261200 0.52 1.53 -0.23
H 0.879210 -1.888118 -1.066976 1.01 2.29 -0.75
H 2.016773 -0.705110 -0.393006 2.07 -0.26 1.51
H 1.726540 -0.472907 -2.054724 0.21 0.06 -1.19
H 1.558010 2.121041 -0.412511 0.13 -1.45 -0.73
H -1.896388 2.545758 1.501360 -1.59 2.74 1.50
H -2.569653 0.052178 1.328271 -0.08 1.66 0.48
H -0.442021 -1.016928 1.000807 0.59 -1.25 1.23
H -1.692415 -1.017398 -0.249878 1.06 -0.13 -0.37
```
Positions in Å, forces in eV/Å.

The LUMO energy is 0.42 eV. As for the spin multiplicity: 1. The energy above the lowest of the compared OMol25 structures with the same formula, charge and spin is 137.21 kJ/mol. The frontier orbital gap comes out at 9.56 eV. Its SMILES is C[C@]1(Cl)C=NC=CC1. Its HOMO energy is -9.14 eV. For the total energy, the calculation gives -20362.1663 eV.

---

Record 4
2 unconnected molecules or ions with the total composition C4H15N2O in a non-equilibrium geometry, computed with ωB97M-V/def2-TZVPD.

The geometry in XYZ format:
```
22
Properties=species:S:1:pos:R:3:forces:R:3
C 1.211492 1.642140 1.374424 0.99 -1.96 -2.53
N 1.474382 2.873382 0.603032 -1.10 1.37 2.67
C 0.256426 0.751303 0.459261 -1.01 3.63 1.76
N 0.230816 -0.722354 1.021345 1.27 0.71 -3.65
C 0.982224 -1.230559 2.161654 2.63 0.02 4.00
C 0.528970 0.970961 -1.051206 0.35 -1.14 0.98
H 2.089376 0.966547 1.266446 0.28 0.95 1.02
H 0.812881 1.630913 2.404383 0.45 0.75 -0.56
H 2.314932 2.763042 0.084593 0.71 0.21 -0.20
H 1.500874 3.775170 1.159413 0.07 -1.80 -0.83
H -0.724350 1.271184 0.745214 0.68 -1.56 -0.75
H -0.725911 -0.826104 1.134711 -2.38 -0.82 0.66
H 0.444651 -1.279739 0.151083 -0.04 0.37 1.21
H 0.559715 -0.886059 3.206679 -0.03 -0.86 -2.33
H 1.032824 -2.424481 2.146738 0.09 2.94 -0.10
H 2.038854 -0.653097 2.318111 -2.29 -2.07 -1.17
H 0.715024 2.029844 -1.257234 0.13 -0.35 0.48
H 1.400031 0.360408 -1.356711 -0.42 0.29 -0.20
H -0.355694 0.764803 -1.618811 -0.36 -0.67 -0.47
H -4.268836 -3.184190 -3.149224 0.31 0.01 1.36
H -3.463481 -4.096471 -4.140009 2.31 -1.87 0.27
O -4.147745 -3.509004 -4.016353 -2.63 1.85 -1.63
```
Positions in Å, forces in eV/Å.

The LUMO energy is -3.37 eV. As for the spin multiplicity: 1. The energy above the lowest of the compared OMol25 structures with the same formula, charge and spin is 338.37 kJ/mol. The frontier orbital gap comes out at 9.87 eV. Its HOMO energy is -13.23 eV. As for the net charge: +1. For the total energy, the calculation gives -9410.1552 eV.

---

Record 5
A molecular structure, C3H8N2O2 in a non-equilibrium geometry, computed with ωB97M-V/def2-TZVPD.

The geometry in XYZ format:
```
15
Properties=species:S:1:pos:R:3:forces:R:3
C -0.548786 -0.539283 -0.072124 0.40 0.58 1.81
C 1.402573 -0.753691 1.298167 0.18 -0.12 -0.17
N 0.571026 0.047889 0.432418 -1.76 -0.43 0.03
C -1.731495 0.338547 -0.367804 -0.08 0.12 -0.49
N -1.455800 1.667947 -0.457523 0.00 -0.09 0.06
O 1.486314 -0.350045 -1.325074 -1.22 -0.56 -0.43
O -2.833158 -0.141640 -0.565954 0.33 0.09 0.15
H 1.692976 0.427373 -1.866153 -0.15 -0.14 -0.09
H -2.219723 2.303280 -0.615859 0.04 -0.06 0.05
H -0.570815 2.013118 -0.123719 -0.06 -0.03 -0.04
H -0.817582 -1.548750 0.245255 0.11 -0.05 -0.15
H 0.208104 -0.651063 -1.212423 2.33 0.63 -0.67
H 2.426088 -0.388151 1.259485 -0.07 -0.01 0.05
H 1.008134 -0.604041 2.310930 0.01 0.01 -0.11
H 1.382144 -1.821492 1.060377 -0.06 0.06 0.00
```
Positions in Å, forces in eV/Å.

The LUMO energy (alpha / beta) is -0.72 / -0.72 eV. As for the spin multiplicity: 1. The energy above the lowest of the compared OMol25 structures with the same formula, charge and spin is 435.21 kJ/mol. The frontier orbital gap (alpha / beta) comes out at 8.72 / 8.72 eV. Its HOMO energy (alpha / beta) is -9.44 / -9.44 eV. For the total energy, the calculation gives -10312.4417 eV.

---

Record 6
A molecular structure, C37H28AsCl5MnNO6P2S, computed with ωB97M-V/def2-TZVPD.

The geometry in XYZ format:
```
82
Properties=species:S:1:pos:R:3:forces:R:3
Mn -0.437738 0.074044 1.073595 -0.02 -0.36 -0.20
Cl 1.323182 0.593643 2.894931 0.22 0.22 0.28
C 1.111591 -1.150710 2.895930 0.17 0.56 0.33
C 0.411443 -1.637968 1.818971 -0.09 0.16 0.22
C 0.241990 -3.009593 1.791010 -0.03 -0.04 0.07
Cl -0.568684 -3.722077 0.451669 -0.07 -0.03 -0.06
C 0.731690 -3.813818 2.821930 -0.03 -0.02 -0.08
Cl 0.531008 -5.519480 2.747493 -0.01 -0.01 0.00
C 1.377284 -3.245560 3.925446 0.00 -0.02 0.05
Cl 1.929962 -4.240900 5.210767 0.00 0.02 0.00
C 1.575545 -1.868632 3.983939 -0.08 -0.46 -0.33
Cl 2.328503 -1.113115 5.320974 0.03 0.01 0.00
C -0.022831 2.203760 -2.178270 0.01 -0.12 -0.06
N 0.277294 0.751163 -1.990809 0.18 0.13 0.28
P 1.530184 0.373473 -0.807742 -0.06 0.09 -0.38
C 2.898604 1.529585 -1.142481 -0.10 0.10 -0.01
C 3.248139 1.972591 -2.421358 -0.06 -0.06 0.07
C 4.364394 2.768270 -2.599770 0.06 0.03 0.05
C 5.150220 3.124571 -1.506525 -0.01 0.00 -0.09
C 4.809131 2.692474 -0.237455 -0.04 -0.04 0.03
C 3.680474 1.900598 -0.054855 -0.03 0.03 0.06
C 2.260236 -1.166933 -1.462880 0.04 -0.06 0.20
C 2.596849 -1.346532 -2.803439 -0.06 0.04 -0.02
C 3.193617 -2.521454 -3.224167 -0.01 0.02 -0.03
C 3.483019 -3.525144 -2.307074 -0.01 -0.02 0.08
C 3.195129 -3.338430 -0.964420 0.01 0.00 -0.06
C 2.589177 -2.160565 -0.545986 0.02 -0.01 -0.03
P -1.068371 -0.161230 -1.399478 -0.64 -0.28 -0.02
C -1.260986 -1.636711 -2.438083 0.08 0.07 -0.16
C -0.619142 -1.791376 -3.658680 0.05 0.01 0.03
C -0.905204 -2.887556 -4.461654 -0.01 -0.04 -0.01
C -1.844879 -3.821615 -4.053292 0.01 0.02 -0.01
C -2.513971 -3.652230 -2.846561 0.00 0.01 0.01
C -2.228266 -2.561096 -2.044417 0.05 0.00 0.07
C -2.608873 0.676682 -1.854044 0.05 0.06 -0.09
C -2.919210 0.914501 -3.197763 0.04 0.03 0.03
C -4.125948 1.495476 -3.531906 -0.02 0.01 -0.04
C -5.042423 1.820940 -2.532953 -0.02 0.01 -0.01
C -4.751942 1.558281 -1.207429 0.02 -0.01 0.01
C -3.534672 0.978268 -0.865366 0.03 0.05 -0.07
H 0.904623 2.759295 -2.254097 0.07 0.00 0.00
H -0.601514 2.612713 -1.351431 -0.01 0.00 0.03
H -0.576864 2.336773 -3.103618 -0.02 -0.05 -0.04
H 2.633876 1.705539 -3.272266 0.04 -0.02 -0.02
H 4.626922 3.113247 -3.591527 0.00 0.00 0.01
H 6.025454 3.744834 -1.650991 -0.01 0.00 0.00
H 5.413525 2.974752 0.614639 -0.01 -0.01 0.00
H 3.402141 1.572250 0.940584 0.03 0.01 -0.01
H 2.396953 -0.561279 -3.519226 -0.08 0.00 -0.06
H 3.437481 -2.658310 -4.270418 0.00 0.02 0.02
H 3.941567 -4.447022 -2.641469 0.00 0.01 0.01
H 3.432311 -4.108102 -0.240927 0.00 0.01 -0.01
H 2.374627 -2.012805 0.503392 0.00 -0.03 -0.04
H 0.091973 -1.043851 -3.983064 0.06 -0.02 0.01
H -0.397884 -3.006782 -5.410692 0.00 0.00 0.01
H -2.067261 -4.676782 -4.678553 0.01 0.01 0.00
H -3.260710 -4.370170 -2.532283 0.01 0.01 0.00
H -2.757618 -2.424319 -1.107363 0.00 -0.01 -0.02
H -2.218154 0.633575 -3.976117 -0.01 0.01 0.00
H -4.362982 1.688595 -4.570881 0.00 -0.01 0.02
H -5.987953 2.276072 -2.800390 0.01 0.00 0.00
H -5.446983 1.812915 -0.419142 0.00 0.00 -0.01
H -3.327560 0.775261 0.171993 0.05 0.03 0.15
O -1.159419 4.323509 1.899553 -0.02 0.08 -0.09
As -1.897338 2.723894 1.986420 -0.10 0.03 0.03
O -3.464023 2.838543 1.593874 -0.04 -0.06 -0.02
O -0.885879 1.881426 0.879514 0.25 -0.01 -0.06
C -1.432299 2.242066 3.809761 -0.06 -0.05 0.00
C -0.832243 3.249526 4.561085 0.01 -0.02 0.02
C -0.469145 3.028297 5.881622 0.02 0.02 0.03
C -0.703337 1.798207 6.471192 0.00 -0.01 0.03
C -1.299924 0.786515 5.736868 -0.01 0.03 -0.10
C -1.667073 1.003190 4.415135 0.06 -0.02 0.03
S -2.391629 -0.413059 3.601565 0.04 0.08 -0.01
O -3.804245 -0.373368 3.813595 -0.01 -0.02 -0.04
O -1.663229 -1.561364 4.076764 -0.06 0.06 -0.02
O -2.073475 -0.128354 2.143180 0.08 -0.07 -0.02
H -1.791807 4.907939 1.456910 0.03 -0.11 0.09
H -0.641359 4.210101 4.107190 -0.01 0.01 -0.02
H 0.000905 3.825084 6.443683 0.00 -0.02 0.00
H -0.417072 1.616778 7.499160 0.00 0.02 -0.01
H -1.468925 -0.190908 6.168939 0.01 0.01 0.01
```
Positions in Å, forces in eV/Å.

The LUMO energy (alpha / beta) is -1.64 / -0.40 eV. Its expectation value of S² is 6.113. As for the spin multiplicity: 5. The energy above the lowest of the compared OMol25 structures with the same formula, charge and spin is 72.78 kJ/mol. The frontier orbital gap (alpha / beta) comes out at 7.16 / 8.69 eV. Its HOMO energy (alpha / beta) is -8.80 / -9.10 eV. For the total energy, the calculation gives -236783.7360 eV.